Here is a cluster of 5 separate species, C35H64Cl2N5O7 in total from the Open Molecules 2025 dataset. Energies are from the ωB97M-V functional and the def2-TZVPD basis.

The geometry in ORCA input format:
```
! RIJCOSX wB97M-V def2-TZVPD def2/J DEFGRID3
* xyz 1 1
C -6.69954 0.08658 2.73554
C -6.06975 -0.83735 1.68511
C -5.23979 -1.93459 2.31018
C -4.91399 -3.06812 1.35565
C -4.05615 -4.16340 1.99341
C -2.70473 -4.33964 1.33733
C -1.86864 -5.42277 2.02945
C -0.38747 -5.14986 2.02357
C 0.02092 -3.84529 2.71250
C 1.29932 -3.97398 3.52150
C 1.96624 -2.62758 3.77483
C 3.36531 -2.54433 3.18668
C 3.86026 -1.10730 3.08734
C 3.55129 -0.51928 1.71266
C 4.52428 0.55503 1.27223
C 4.31722 0.99471 -0.17394
C 3.03905 1.76930 -0.29220
C 3.12995 3.14918 -0.21533
N 2.03699 3.92224 -0.27446
C 0.78565 3.43407 -0.39596
C -0.27958 4.49985 -0.43901
O -1.43309 4.13891 0.24388
C -2.64165 4.14322 -0.49854
C 0.61591 2.05362 -0.48621
C -0.74600 1.48219 -0.64093
Cl -1.38450 1.38414 -2.25073
C -1.46584 1.05969 0.40520
C -2.80373 0.42789 0.38465
Cl -0.81152 1.22484 1.97918
C 1.74695 1.22206 -0.45408
C 1.65394 -0.27156 -0.65311
O 2.40003 -0.79543 -1.43610
O 0.75878 -0.93651 0.06889
H -6.61645 1.12471 2.44451
H -7.74192 -0.16049 2.88186
H -6.17229 -0.01009 3.67585
H -6.83671 -1.26988 1.05259
H -5.46211 -0.21527 1.03209
H -5.82945 -2.36441 3.11584
H -4.32150 -1.53778 2.73843
H -5.86469 -3.51511 1.07783
H -4.48161 -2.70032 0.42648
H -3.89041 -3.91995 3.04057
H -4.58744 -5.10566 1.94800
H -2.89526 -4.68265 0.32280
H -2.17634 -3.39116 1.25199
H -2.03205 -6.34849 1.49211
H -2.22275 -5.59611 3.03677
H -0.04847 -5.10160 0.99086
H 0.15249 -5.97311 2.47757
H 0.22485 -3.10282 1.93946
H -0.78674 -3.42925 3.30858
H 1.06826 -4.46300 4.46095
H 1.98242 -4.60133 2.95777
H 1.35513 -1.82873 3.35705
H 2.02511 -2.42824 4.84022
H 4.04027 -3.09544 3.83490
H 3.35379 -3.01827 2.21020
H 3.28597 -0.54210 3.81343
H 4.91952 -1.04601 3.30160
H 2.56597 -0.06322 1.76978
H 3.52627 -1.30055 0.95963
H 4.40803 1.40866 1.93840
H 5.54580 0.21695 1.40009
H 4.31446 0.13161 -0.81807
H 5.12293 1.66636 -0.44207
H 4.08152 3.63309 -0.10694
H 2.14758 4.93368 -0.23642
H 0.14746 5.37928 0.04201
H -0.46245 4.79327 -1.47078
H -3.28611 3.37778 -0.09085
H -3.13727 5.10439 -0.41186
H -2.47880 3.92619 -1.54820
H -3.47349 0.91804 1.07997
H -2.69629 -0.59803 0.73247
H -3.20925 0.38061 -0.61399
H 0.39129 -1.65370 -0.46524
O 1.82867 7.27307 -1.39542
C 2.98106 7.47020 -1.76571
N 3.53284 8.69925 -1.79503
C 3.83314 6.30600 -2.19402
H 4.47423 8.86618 -2.09636
H 2.96682 9.48030 -1.50794
H 3.35163 5.80318 -3.02397
H 3.87292 5.63611 -1.33924
H 4.85083 6.56074 -2.48329
O 3.64477 2.81408 -3.81778
C 2.79966 2.26538 -4.51253
N 2.69711 2.50478 -5.83445
C 1.82737 1.29482 -3.90282
H 2.01122 2.06704 -6.42082
H 3.35018 3.14954 -6.25453
H 1.26404 1.81762 -3.14109
H 2.38786 0.48001 -3.44908
H 1.12738 0.87833 -4.62554
O -1.91135 -8.00193 3.52283
C -2.21413 -9.17514 3.41695
N -2.28502 -9.99776 4.49556
C -2.53488 -9.80544 2.08090
H -2.53351 -10.96590 4.42812
H -2.07759 -9.60832 5.39879
H -1.67145 -9.69981 1.42711
H -3.37726 -9.27795 1.63773
H -2.78601 -10.86170 2.16361
O 2.59190 5.55313 -7.99718
C 1.54010 5.96084 -7.54261
N 1.17783 5.66287 -6.26441
C 0.57515 6.80303 -8.33984
H 0.32358 5.96699 -5.83856
H 1.82440 5.10469 -5.73470
H 0.27210 6.24697 -9.22438
H 1.08233 7.71193 -8.65595
H -0.31333 7.07452 -7.77174
*
```

Output
E_tot: -3092.74650 Ha
highest occupied orbital energy: -11.09 eV
Kohn-Sham gap: 7.20 eV
lowest unoccupied orbital energy: -3.89 eV